Formula: C5H5FO2
Source: OMol25
Level of theory: ωB97M-V/def2-TZVPD

The energy above the lowest of the compared OMol25 structures with the same formula, charge and spin is 87.39 kcal per mole. The orbital gap comes out at 8.9486 eV. Its total energy is -12074.099 eV. Its SMILES is O=CC/C=C(/F)C=O. For the HOMO energy, the calculation gives -10.28 eV.

ORCA input file:
```
! RIJCOSX wB97M-V def2-TZVPD def2/J DEFGRID3
* xyz 0 1
C -1.39 0.48 -0.22
C -1.93 -0.91 -0.14
C -0.27 0.92 0.37
C 1.05 0.10 0.56
C 2.05 -0.25 -0.52
H -1.02 -1.68 -0.24
H -0.03 2.04 0.57
H 1.61 0.47 1.47
H 0.55 -1.00 0.68
H 1.67 -0.62 -1.66
O -3.30 -1.03 -0.03
O 3.26 -0.07 -0.34
F -2.24 1.53 -0.50
*
```


Formula: C5H5FO4Tm
Source: OMol25
Level of theory: ωB97M-V/def2-TZVPD

The energy above the lowest of the compared OMol25 structures with the same formula, charge and spin is 0.00 kcal per mole. The orbital gap (alpha / beta) comes out at 9.0366 / 3.5784 eV. Its total energy is -45679.932 eV. Its expectation value of S² is 3.7639. For the HOMO energy (alpha / beta), the calculation gives -17.46 / -16.21 eV.

ORCA input file:
```
! RIJCOSX wB97M-V def2-TZVPD def2/J DEFGRID3
* xyz 2 4
C 1.61 -0.01 0.49
C 1.89 -0.30 -0.99
O 3.29 -0.59 -1.02
C 3.74 -0.79 0.22
O 2.79 -0.55 1.12
O 4.85 -1.18 0.48
O 0.52 -0.47 1.02
F 1.73 1.37 0.70
H 1.64 0.56 -1.63
Tm -1.74 -0.36 1.22
H 1.33 -1.18 -1.32
C -4.40 1.14 0.11
C -4.00 -0.11 0.03
H -4.48 1.72 1.04
H -4.66 1.69 -0.80
H -4.11 -0.94 -0.68
*
```


Formula: C5H5GaO4
Source: OMol25
Level of theory: ωB97M-V/def2-TZVPD

The energy above the lowest of the compared OMol25 structures with the same formula, charge and spin is 8.61 kcal per mole. The orbital gap (alpha / beta) comes out at 6.9861 / 5.6458 eV. Its total energy is -65827.967 eV. Its expectation value of S² is 0.7516. For the HOMO energy (alpha / beta), the calculation gives -3.47 / -3.47 eV.

ORCA input file:
```
! RIJCOSX wB97M-V def2-TZVPD def2/J DEFGRID3
* xyz -1 2
O -0.09 2.09 -0.11
C -0.72 1.07 -0.84
C -0.54 -0.33 -0.25
O 0.57 -0.96 -0.46
C 2.20 -0.06 0.05
O 2.02 0.09 1.34
O 3.07 -1.08 -0.25
Ga 1.50 1.75 0.48
H -0.34 1.02 -1.88
H -1.81 1.27 -0.90
H 2.85 -1.83 0.33
C -1.58 -0.96 0.54
C -2.88 -0.56 0.77
H -1.21 -1.91 0.98
H -3.06 0.39 0.21
*
```


Formula: C5H5I
Source: OMol25
Level of theory: ωB97M-V/def2-TZVPD

The energy above the lowest of the compared OMol25 structures with the same formula, charge and spin is 9.30 kcal per mole. The orbital gap comes out at 9.7794 eV. Its total energy is -13361.578 eV. Its SMILES is C#CC.C#CI. For the HOMO energy, the calculation gives -9.47 eV.

ORCA input file:
```
! RIJCOSX wB97M-V def2-TZVPD def2/J DEFGRID3
* xyz 0 1
C -1.56 1.51 0.87
C 1.70 0.35 0.28
C 1.17 -0.30 -0.57
C -1.43 0.66 1.69
C 0.24 -1.05 -1.46
I -0.94 -0.87 2.95
H -1.86 2.26 0.09
H 2.36 0.79 1.04
H -0.57 -0.33 -1.85
H -0.15 -1.81 -0.84
H 1.05 -1.21 -2.20
*
```


Formula: C5H5INP
Source: OMol25
Level of theory: ωB97M-V/def2-TZVPD

The energy above the lowest of the compared OMol25 structures with the same formula, charge and spin is 0.00 kcal per mole. The orbital gap comes out at 8.9109 eV. Its total energy is -24143.314 eV. Its SMILES is Pc1cccnc1I. For the HOMO energy, the calculation gives -8.68 eV.

ORCA input file:
```
! RIJCOSX wB97M-V def2-TZVPD def2/J DEFGRID3
* xyz 0 1
C -1.22 -1.17 0.39
C -0.97 -0.18 -0.54
C -0.20 -1.61 1.31
C 0.18 0.53 -0.54
C 1.29 -0.15 0.40
N 1.03 -1.11 1.16
P 0.52 1.89 -1.65
I 3.27 0.52 -0.07
H -2.12 -1.67 0.46
H -1.81 0.07 -1.33
H -0.50 -2.04 2.23
H 1.24 2.57 -0.70
H -0.72 2.36 -1.10
*
```


Formula: C5H5IrS4
Source: OMol25
Level of theory: ωB97M-V/def2-TZVPD

The orbital gap (alpha / beta) comes out at 5.4696 / 5.4677 eV. Its total energy is -51446.097 eV. For the HOMO energy (alpha / beta), the calculation gives -6.80 / -6.80 eV.

ORCA input file:
```
! RIJCOSX wB97M-V def2-TZVPD def2/J DEFGRID3
* xyz 0 1
Ir 0.45 -0.09 -0.52
C -0.11 0.31 1.66
C -0.86 -0.78 1.16
C -1.68 -0.32 0.11
C -1.44 1.08 -0.04
C -0.47 1.46 0.93
H 0.54 0.30 2.51
H -0.88 -1.78 1.56
H -2.43 -0.89 -0.40
H -1.98 1.74 -0.69
H -0.12 2.46 1.13
S 0.47 -1.50 -2.20
S 2.40 -2.14 -2.56
S 3.67 -0.67 -1.67
S 2.44 0.82 -0.97
*
```


Formula: C5H5N
Source: OMol25
Level of theory: ωB97M-V/def2-TZVPD

The energy above the lowest of the compared OMol25 structures with the same formula, charge and spin is 93.36 kcal per mole. The orbital gap comes out at 10.3411 eV. Its total energy is -6751.859 eV. Its SMILES is CC#CCC#N. For the HOMO energy, the calculation gives -10.10 eV.

ORCA input file:
```
! RIJCOSX wB97M-V def2-TZVPD def2/J DEFGRID3
* xyz 0 1
C 0.38 1.99 0.14
C 0.56 0.68 -0.30
C 0.81 -0.38 -0.87
C -0.10 -1.41 -0.12
C -1.32 -1.62 -0.87
N -2.29 -1.80 -1.46
H 1.14 2.62 -0.33
H 0.49 2.13 1.21
H -0.60 2.31 -0.23
H 0.62 -2.21 -0.21
H -0.29 -1.32 0.96
*
```


Formula: C5H5N
Source: OMol25
Level of theory: ωB97M-V/def2-TZVPD

The energy above the lowest of the compared OMol25 structures with the same formula, charge and spin is 106.92 kcal per mole. The orbital gap comes out at 8.7660 eV. Its total energy is -6751.271 eV. For the HOMO energy, the calculation gives -8.67 eV.

ORCA input file:
```
! RIJCOSX wB97M-V def2-TZVPD def2/J DEFGRID3
* xyz 0 1
C -0.16 1.31 0.08
C -1.17 0.27 0.04
C -0.97 -1.06 0.04
N 0.27 -1.68 0.12
C 1.40 -1.22 0.16
C 1.17 1.03 0.09
H -0.58 2.32 -0.05
H -2.20 0.61 -0.09
H -1.77 -1.77 -0.10
H 2.29 -1.81 -0.16
H 1.72 1.99 -0.13
*
```